The following is a DFT calculation (the ωB97M-V functional and the def2-TZVPD basis) of 2 unconnected molecules or ions with the total composition C5H11O2 at a distorted geometry.

Positions of all 18 atoms, in Å:
C -0.17 2.76 -1.07
C 0.21 1.59 -1.99
H -0.65 3.63 -1.56
H -0.98 2.49 -0.39
H 0.66 3.16 -0.49
H -0.29 0.69 -1.63
H 1.26 1.41 -1.80
H -0.05 1.85 -3.01
C 0.54 -2.08 1.37
C 0.04 -0.58 1.52
C -0.61 -2.92 0.66
O -0.35 -3.27 -0.51
O -1.63 -3.08 1.35
H 1.35 -2.08 0.64
H 0.84 -2.56 2.30
H 0.22 -0.45 2.58
H -1.01 -0.54 1.24
H 0.60 -0.02 0.78

Values from the calculation:
Net charge: -1
E_HOMO, eV: -3.653
ΔE to the lowest compared entry with this formula, charge and spin, kcal/mol: 20.0
Electronic energy, Ha: -347.6178
M, g mol⁻¹: 103.14

Need the Löwdin charges? In units of e they are: C -0.19; C -0.16; H 0.05; H 0.06; H 0.05; H 0.06; H 0.06; H 0.05; C -0.18; C -0.11; C -0.78; O -0.10; O -0.10; H 0.07; H 0.08; H 0.05; H 0.06; H 0.04

=====

The following is a DFT calculation (the ωB97M-V functional and the def2-TZVPD basis) of a gas-phase ion, C5H11O2 (charge -1) at a distorted geometry.

Positions of all 18 atoms, in Å:
O -2.36 2.53 1.21
C -1.13 1.85 1.01
C -0.90 1.04 -0.22
C 0.63 0.47 -0.22
C 0.83 -0.92 0.40
C 0.32 -2.01 -0.60
O 1.23 -2.26 -1.66
H -0.88 1.31 1.90
H -0.29 2.48 1.15
H -1.11 1.89 -0.93
H -1.65 0.20 -0.35
H 0.92 0.45 -1.32
H 1.25 1.28 0.25
H 0.31 -1.03 1.35
H 1.82 -1.14 0.74
H -0.68 -1.76 -0.95
H 0.12 -3.02 -0.08
H 1.57 -1.34 -1.69

Values from the calculation:
Net charge: -1
E_HOMO, eV: -2.024
ΔE to the lowest compared entry with this formula, charge and spin, kcal/mol: 82.9
Electronic energy, Ha: -347.5175
M, g mol⁻¹: 103.14

Need the Löwdin charges? In units of e they are: O -0.43; C -0.58; C -0.20; C -0.20; C -0.20; C -0.29; O -0.09; H 0.06; H 0.05; H 0.11; H 0.11; H 0.10; H 0.10; H 0.10; H 0.09; H 0.09; H 0.12; H 0.06

=====

The following is a DFT calculation (the ωB97M-V functional and the def2-TZVPD basis) of 2 unconnected molecules or ions with the total composition C5H11O2 at a distorted geometry.

Positions of all 18 atoms, in Å:
C -0.93 -2.05 0.92
C 0.04 -1.89 2.11
H -1.00 -3.07 0.56
H -1.95 -1.79 1.17
H -0.57 -1.45 0.10
H -0.42 -1.43 2.98
H 0.92 -1.33 1.83
H 0.42 -2.84 2.45
C 0.20 1.00 -1.29
C 0.26 1.90 -0.08
C 0.60 1.80 -2.57
O 1.35 2.75 -2.53
O 0.02 1.22 -3.56
H 0.89 0.16 -1.29
H -0.79 0.56 -1.43
H -0.27 2.84 -0.27
H 1.29 2.24 0.06
H -0.05 1.38 0.82

Values from the calculation:
2S+1: 2
E_HOMO (alpha / beta), eV: -10.751 / -10.667
ΔE to the lowest compared entry with this formula, charge and spin, kcal/mol: 3.9
Electronic energy, Ha: -347.5119
M, g mol⁻¹: 103.14

Need the Löwdin charges? In units of e they are: C -0.15; C -0.16; H 0.06; H 0.06; H 0.03; H 0.06; H 0.05; H 0.05; C -0.16; C -0.08; C -0.59; O 0.11; O 0.24; H 0.12; H 0.11; H 0.09; H 0.08; H 0.07

=====

The following is a DFT calculation (the ωB97M-V functional and the def2-TZVPD basis) of 2 unconnected molecules or ions with the total composition C5H11O2 at a distorted geometry.

Positions of all 18 atoms, in Å:
C -1.44 2.10 -0.32
C -1.69 -1.00 0.66
C 2.69 -1.25 -0.09
C -1.67 -0.30 -0.69
C 2.99 0.02 0.04
O -1.94 1.12 -0.85
O -0.44 2.22 0.43
H -1.91 3.04 -0.83
H -2.57 -1.09 1.17
H -1.30 -2.02 0.42
H -0.81 -0.66 1.36
H 3.23 -2.03 0.32
H 0.04 1.42 0.84
H 1.69 -1.61 -0.30
H -2.64 -0.63 -1.20
H -0.64 -0.54 -1.12
H 2.45 0.89 -0.28
H 3.97 0.34 0.43

Values from the calculation:
Net charge: +1
E_HOMO, eV: -13.622
ΔE to the lowest compared entry with this formula, charge and spin, kcal/mol: 55.8
Electronic energy, Ha: -347.2108
M, g mol⁻¹: 103.14

Need the Löwdin charges? In units of e they are: C -0.21; C -0.06; C -0.06; C -0.14; C -0.07; O 0.10; O 0.23; H 0.23; H 0.05; H 0.11; H 0.11; H 0.03; H 0.20; H 0.03; H 0.17; H 0.16; H 0.03; H 0.07

=====

The following is a DFT calculation (the ωB97M-V functional and the def2-TZVPD basis) of 2 unconnected molecules or ions with the total composition C5H11O2S at a distorted geometry.

Positions of all 19 atoms, in Å:
C -0.73 1.70 2.09
C 0.26 1.09 1.07
S 0.56 2.24 -0.33
C 0.80 1.07 -1.66
H -0.94 0.93 2.86
H -1.68 1.99 1.66
H -0.33 2.61 2.58
H -0.12 0.16 0.60
H 1.22 0.89 1.49
H 0.73 1.62 -2.60
H 1.76 0.57 -1.56
H -0.07 0.39 -1.50
O 0.92 -1.96 0.15
C -0.29 -2.05 -0.20
O -1.04 -1.06 -0.52
C -0.93 -3.42 -0.32
H -0.47 -4.10 0.35
H -1.96 -3.36 -0.18
H -0.74 -3.78 -1.32

Values from the calculation:
Net charge: -1
E_HOMO, eV: -4.161
ΔE to the lowest compared entry with this formula, charge and spin, kcal/mol: 6.9
Electronic energy, Ha: -745.8327
M, g mol⁻¹: 135.21

Need the Löwdin charges? In units of e they are: C -0.18; C -0.53; S 0.71; C -0.45; H 0.07; H 0.05; H 0.06; H 0.03; H 0.05; H 0.01; H 0.03; H 0.02; O -0.08; C -0.74; O -0.14; C -0.04; H 0.05; H 0.04; H 0.06

=====

The following is a DFT calculation (the ωB97M-V functional and the def2-TZVPD basis) of a molecular structure, C5H11O3Pm at a distorted geometry.

Positions of all 20 atoms, in Å:
O 0.48 -0.05 1.01
C 0.92 -0.05 -0.31
C -0.20 -0.41 -1.27
O 0.33 -1.16 -2.36
C -0.52 -1.52 -3.33
C -0.27 -2.55 -4.15
Pm 0.01 -1.69 2.76
H 1.80 -0.71 -0.46
H 1.31 0.95 -0.59
H -0.69 0.52 -1.61
H -1.06 -0.95 -0.85
H -1.53 -1.09 -3.25
H 0.57 -3.23 -3.97
H -1.01 -2.83 -4.89
O 0.69 2.66 3.08
H 0.70 1.79 2.62
C -0.20 2.59 4.16
H -0.32 3.60 4.58
H -1.19 2.22 3.87
H 0.18 1.93 4.97

Values from the calculation:
2S+1: 6
Net charge: +1
E_HOMO (alpha / beta), eV: -11.057 / -11.058
ΔE to the lowest compared entry with this formula, charge and spin, kcal/mol: 80.8
Electronic energy, Ha: -1030.7358
M, g mol⁻¹: 264.14

Need the Löwdin charges? In units of e they are: O -0.50; C -0.33; C -0.20; O -0.10; C -0.25; C 0.03; Pm 1.64; H 0.12; H 0.13; H 0.13; H 0.11; H 0.12; H 0.07; H 0.06; O -0.13; H 0.04; C -0.19; H 0.09; H 0.07; H 0.07